Record 1
# C6H4F2Na

C6H4F2Na as an isolated structure (the ωB97M-V functional and the def2-TZVPD basis, the OMol25 dataset).

Structure (XYZ):
```
13
Properties=species:S:1:pos:R:3:forces:R:3:mulliken_charge:R:1
Na 2.1040 -0.3241 -2.2276 0.84 0.61 -0.17 1.036
F 0.5388 -1.4548 -1.9134 0.48 0.35 -0.10 -0.273
F -3.8126 -4.5959 -1.0409 0.58 0.42 -0.12 -0.288
C -2.7312 -3.8153 -1.2577 -0.21 -0.15 0.04 0.183
C -1.4745 -4.4034 -1.2833 0.09 -0.23 0.03 -0.440
C -1.7993 -1.6473 -1.6710 0.25 0.33 -0.07 -0.381
C -0.3582 -3.5979 -1.5071 0.38 0.13 -0.06 -0.380
C -0.5425 -2.2354 -1.6966 -2.18 -1.57 0.44 0.520
C -2.9153 -2.4529 -1.4472 -0.20 0.15 -0.01 -0.440
H 0.6550 -4.0199 -1.5357 -0.53 0.13 0.03 0.327
H -1.8972 -0.5647 -1.8260 -0.04 -0.54 0.09 0.327
H -3.9286 -2.0310 -1.4187 0.56 -0.21 -0.02 0.404
H -1.3766 -5.4860 -1.1284 -0.04 0.59 -0.09 0.404
```
Positions in Å, forces in eV/Å.

As for the molar mass: 137.08 g mol⁻¹. As for the electronic energy: -16132.3807 eV. The HOMO-LUMO gap is 7.927 eV. For the largest force on an atom, the calculation gives 2.7 eV Å⁻¹. The charge is +1.

***

Record 2
# C26H49Cl36N2O2S

A 19-piece molecular cluster, C26H49Cl36N2O2S overall (the ωB97M-V functional and the def2-TZVPD basis, the OMol25 dataset).

Structure (XYZ):
```
116
Properties=species:S:1:pos:R:3:forces:R:3:mulliken_charge:R:1
Cl -5.3076 -1.7480 2.1483 -0.03 -0.02 -0.01 -0.077
Cl 5.4569 -5.9910 -1.2280 0.36 -0.18 -0.01 -0.125
Cl 5.5386 -4.0217 4.1288 -0.02 -0.05 0.03 -0.167
Cl 2.8192 -4.5155 -2.2930 -0.32 0.13 -0.09 -0.093
Cl -0.2660 5.3331 8.4636 -0.03 0.03 0.11 -0.174
Cl -4.3575 -4.5105 -4.2944 0.06 0.05 0.02 -0.096
Cl -5.4248 -7.8006 -4.9835 -0.12 -0.15 -0.05 -0.134
Cl 5.6222 -2.1266 -1.9442 0.05 -0.05 0.05 -0.121
Cl -0.0799 7.1370 3.9314 -0.28 -0.12 0.15 -0.062
Cl -3.5957 -2.1331 4.4879 -0.04 -0.03 0.11 -0.135
Cl 7.5361 3.3267 5.0691 0.05 0.01 0.00 -0.192
Cl 3.6884 8.8495 0.7122 0.04 -0.01 0.03 -0.164
Cl -6.4363 -10.5806 -7.2254 -0.05 -0.04 -0.04 -0.137
Cl 6.6652 -3.5248 1.4726 0.03 0.02 -0.03 -0.104
Cl -1.5074 -2.5329 -2.1757 0.08 -0.44 -0.46 -0.118
Cl -5.7846 -2.1364 -5.2344 -0.19 -0.39 -0.54 -0.100
Cl -6.5800 3.6085 -0.3890 -0.01 0.03 0.04 -0.124
Cl -6.4875 -11.2702 -4.3791 -0.25 -0.35 -0.08 -0.153
Cl 6.7955 3.3792 0.6570 0.07 -0.11 -0.52 -0.061
Cl -1.6291 -0.6204 0.2005 -0.05 0.11 0.45 0.031
Cl -3.5418 -7.9663 -2.7498 -0.01 -0.01 0.05 -0.151
Cl 2.0999 4.9357 6.7395 0.03 0.37 0.86 -0.034
Cl -5.8451 -0.0293 -1.4830 0.04 -0.10 -0.06 -0.092
Cl 1.2806 9.3057 2.3148 0.17 0.27 -0.15 -0.202
Cl -7.4610 1.2259 -7.3889 -0.04 0.00 -0.04 -0.159
Cl -0.0836 -4.1041 -0.1334 0.00 -0.04 0.13 -0.177
Cl 7.9015 0.7013 1.1037 0.05 -0.05 -0.01 -0.216
Cl -0.7527 -0.0517 2.9503 -0.02 -0.42 0.27 -0.153
Cl -3.2364 0.4909 -2.7032 0.03 -0.01 -0.06 -0.179
Cl 4.7588 0.6527 -2.2921 -0.14 -0.42 -0.20 0.053
Cl 6.6679 -6.4204 -3.8873 0.02 -0.05 0.00 -0.172
Cl -0.5991 4.5060 5.0841 -0.41 -0.15 -0.29 -0.093
Cl 3.8113 -4.2144 -5.0304 0.05 0.00 -0.04 -0.148
Cl -7.5076 0.4457 -4.5668 -0.16 0.20 0.15 -0.064
Cl -8.4592 1.3726 -0.1965 -0.19 0.04 0.10 -0.159
Cl 7.3990 5.8421 3.5584 0.26 0.22 0.14 -0.159
S 4.4257 5.0116 2.0994 0.01 0.62 0.17 -0.211
O 4.0728 2.4609 -0.6313 -0.17 -0.14 0.56 -0.662
O 2.9011 4.3542 -0.6840 -0.15 0.01 0.78 -0.721
N 2.9038 4.1755 2.2263 0.38 -0.06 0.40 0.180
N -1.1324 5.0967 0.5702 -0.02 -0.35 0.01 -0.406
C -7.8771 2.8679 0.5503 0.04 0.07 0.05 -0.256
C 7.3583 1.8945 -0.0956 -0.17 0.05 -0.28 0.416
C 0.4682 2.7098 0.2222 -0.03 -0.87 0.22 -0.709
C -5.1502 -2.5098 3.7363 -0.05 -0.03 -0.02 -0.324
C 2.6267 3.2130 4.5863 0.18 -0.18 -0.47 -0.507
C -5.1142 -8.4770 -3.3826 0.07 0.11 0.16 -0.108
C 2.9662 8.7640 2.3215 0.08 -0.12 0.07 0.186
C 1.4612 2.2884 1.3567 -0.37 0.43 -1.01 -0.745
C 6.6874 -5.4685 -2.3933 0.20 0.14 0.19 0.055
C 5.0828 -0.8793 -3.0969 -0.02 0.44 -0.22 -0.433
C 3.2788 -5.3440 -3.7785 -0.26 -0.03 -0.01 -0.172
C 1.4532 4.8990 8.3855 0.32 0.12 -0.09 -0.373
C -7.4347 -11.0955 -5.8655 -0.08 0.03 -0.10 -0.280
C 2.8355 2.9720 1.3113 0.16 -0.34 0.49 0.719
C -4.9971 -3.6507 -5.6989 0.08 -0.03 -0.03 -0.420
C 5.9761 -4.7250 2.5667 0.00 -0.08 -0.10 -0.239
C -8.4620 0.6993 -6.0293 -0.03 -0.06 0.00 -0.353
C 2.8302 3.7620 3.5352 -0.74 -0.17 -0.71 -0.566
C -0.7667 -4.0804 -1.7609 -0.06 -0.04 -0.38 0.144
C 3.2988 3.3151 -0.1222 0.45 0.30 -1.18 -0.119
C -1.1971 6.1524 4.8843 -0.01 -0.05 0.10 -0.496
C 7.9643 4.1664 3.5699 -0.25 -0.07 -0.13 0.449
C -1.3151 -1.2813 1.8032 -0.08 0.02 0.08 0.111
C -4.5762 -0.6498 -2.5510 0.09 -0.03 0.06 0.634
C -1.0010 2.5646 0.6801 0.65 0.29 0.53 0.637
C -1.6755 3.8712 1.1656 -0.30 0.15 -0.67 -0.521
H 0.7108 3.6772 -0.2128 -0.16 0.05 0.25 0.716
H -2.7315 3.8184 0.8646 0.06 -0.09 0.30 0.368
H -5.2269 -3.5842 3.6161 0.07 0.01 -0.05 0.266
H 1.5702 3.8962 8.7800 -0.10 -0.02 -0.06 0.254
H -7.8783 -12.0549 -6.1042 0.09 -0.03 0.02 0.320
H -1.3003 6.6027 5.8662 0.08 -0.02 0.01 0.317
H -2.1579 6.1219 4.3806 0.09 -0.03 -0.09 0.317
H -5.1291 -9.5566 -3.4554 0.19 0.22 -0.02 0.085
H 7.4655 3.6870 2.7304 0.24 -0.10 0.49 -0.414
H -0.5565 -2.0482 1.7254 0.13 0.06 -0.05 0.180
H -0.9853 1.8724 1.5358 -0.31 0.26 -0.52 -0.655
H -8.2077 -10.3548 -5.6972 0.09 0.07 0.03 0.250
H -1.6531 3.9351 2.2547 0.08 -0.06 0.08 0.004
H 2.0055 5.6047 8.9957 -0.07 0.05 -0.02 0.292
H 5.8637 -0.7407 -3.8374 0.06 -0.11 0.06 0.300
H -1.8217 5.6378 0.0769 0.01 0.16 0.16 0.199
H -5.8890 -8.1360 -2.7051 0.04 0.10 -0.02 0.305
H 9.0419 4.1474 3.4567 -0.01 0.07 0.05 0.330
H 3.5313 9.4024 2.9905 -0.04 0.06 -0.05 0.299
H 5.0838 -5.1375 2.1095 -0.03 0.09 0.01 0.216
H 2.4181 -5.8886 -4.1509 -0.02 0.09 -0.04 0.328
H -4.1947 -1.5779 -2.1374 0.01 0.05 0.07 0.177
H -4.1767 -3.4244 -6.3701 0.03 0.05 0.07 0.309
H 1.6472 1.2188 1.2142 0.00 0.07 0.24 0.197
H 2.9985 7.7338 2.6649 -0.05 -0.03 -0.10 -0.134
H -2.2378 -1.7036 2.1815 -0.02 0.08 0.01 -0.123
H -9.2051 1.4622 -5.8290 0.08 0.06 0.01 0.309
H -7.5016 2.6357 1.5402 0.06 -0.07 -0.05 0.246
H -8.9440 -0.2344 -6.2957 0.09 -0.03 -0.02 0.261
H 2.3935 2.7260 5.4945 0.12 -0.07 0.02 0.706
H 6.5199 1.4862 -0.6520 -0.02 -0.03 0.18 -0.460
H -5.0025 -0.8279 -3.5315 0.16 0.26 0.33 -0.487
H -1.5175 -4.8591 -1.8380 -0.04 0.04 0.11 0.052
H -5.7244 -4.2839 -6.1947 -0.05 0.00 0.09 0.282
H -5.9437 -2.1459 4.3785 0.04 0.08 -0.02 0.280
H 7.6615 -5.5912 -1.9352 -0.02 -0.06 0.03 0.336
H 6.7085 -5.5067 2.7318 0.04 0.06 0.04 0.288
H -8.7033 3.5662 0.6153 -0.01 -0.02 -0.08 0.288
H 4.1517 6.0000 1.2153 -0.36 -0.43 0.00 0.095
H 6.5139 -4.4246 -2.6358 -0.14 -0.10 -0.05 -0.041
H 8.1871 2.1196 -0.7575 0.06 -0.01 0.09 0.347
H 0.9575 2.3996 2.3208 0.35 0.15 0.12 0.377
H 3.5680 2.2590 1.7105 0.00 0.11 -0.12 0.178
H 4.0848 -6.0286 -3.5602 0.13 0.01 0.03 0.052
H -0.6164 5.6548 1.2299 0.05 0.17 -0.08 0.143
H -1.5935 2.0748 -0.0934 -0.07 0.30 -0.07 -0.018
H 0.6105 1.9722 -0.5781 0.09 0.25 -0.06 0.259
H 0.0415 -4.2665 -2.4590 0.04 0.05 0.05 0.038
H 4.1733 -1.2269 -3.5750 -0.01 -0.12 0.10 0.261
```
Positions in Å, forces in eV/Å.

As for the molar mass: 1730.07 g mol⁻¹. As for the electronic energy: -496472.8239 eV. The HOMO-LUMO gap is 6.045 eV. For the largest force on an atom, the calculation gives 1.3 eV Å⁻¹. The charge is -1.

***

Record 3
# C22H15F5LiN5Se

C22H15F5LiN5Se as an isolated structure (the ωB97M-V functional and the def2-TZVPD basis, the OMol25 dataset).

Structure (XYZ):
```
49
Properties=species:S:1:pos:R:3:forces:R:3:mulliken_charge:R:1
Se -0.5065 -0.9037 1.4978 0.02 0.08 0.01 -0.337
F -5.6568 -0.0669 2.1346 -0.06 0.00 0.02 -0.304
F -5.9064 1.2654 -0.2215 -0.04 0.03 -0.02 -0.319
F -1.3099 0.7072 -1.0076 -0.19 0.12 -0.33 -0.382
F -3.6810 1.6403 -1.7914 -0.04 0.04 -0.05 -0.332
F -3.2965 -1.0260 2.9241 -0.02 -0.03 0.05 -0.334
N 2.7645 2.3968 1.9832 -0.06 -0.04 -0.14 -0.054
N 1.5078 1.8223 0.2400 0.05 0.18 -0.04 -0.353
N 1.0203 -1.3843 -1.6426 0.14 0.00 -0.08 -0.411
N 3.3839 -0.1454 -0.5988 0.03 -0.01 -0.01 -0.177
N 1.8414 -3.3659 -1.0636 -0.08 0.09 0.06 -0.028
C -1.3441 -3.4405 -3.6201 -0.05 -0.05 -0.04 -0.680
C 1.5673 3.0660 2.1533 -0.17 0.06 0.00 0.690
C -4.5818 0.1117 1.3633 0.05 0.08 -0.16 0.251
C -0.4963 3.2093 0.9053 0.03 -0.01 0.02 -0.384
C 0.2944 -2.3732 -2.2823 -0.07 -0.16 -0.04 0.515
C 0.7926 -3.6313 -1.9238 -0.11 0.00 -0.08 0.678
C 0.2487 -4.8146 -2.4050 -0.01 0.01 -0.01 -1.040
C 2.6631 1.6851 0.8279 0.06 -0.12 0.02 0.303
C -2.3868 0.4771 -0.1958 0.05 -0.15 0.28 0.386
C -3.5941 0.9805 -0.6313 -0.15 -0.08 0.24 -0.096
C -0.1804 4.3978 2.9980 -0.02 0.02 0.00 -0.412
C 3.8184 0.8871 0.3080 0.22 0.05 0.00 -0.974
C 1.1031 3.9145 3.1503 0.02 -0.03 -0.06 -1.076
C -4.7166 0.7947 0.1624 0.22 -0.05 0.00 0.653
C -0.7951 -2.2700 -3.1415 0.02 0.02 -0.01 -0.594
C 0.7916 2.7022 1.0472 0.02 0.05 0.20 0.421
C 1.9040 -2.0162 -0.9214 0.03 0.00 0.02 -0.032
C -2.1952 -0.2232 0.9910 -0.02 0.09 -0.14 -0.235
C 2.8327 -1.3342 0.0243 0.12 -0.06 0.11 -0.328
C -0.9657 4.0530 1.8896 -0.03 0.03 0.02 -0.785
C -0.8291 -4.6942 -3.2598 -0.01 -0.03 0.00 -0.404
C -3.3501 -0.3794 1.7589 0.06 0.02 -0.09 0.213
Li 0.5342 0.3725 -0.8073 0.13 -0.18 0.36 0.880
H -1.1062 2.9536 0.0533 -0.05 -0.03 -0.07 0.456
H 0.6384 -5.7822 -2.1203 0.01 -0.02 0.01 0.385
H 1.7091 4.1807 4.0046 0.03 0.01 0.04 0.387
H -2.1957 -3.3954 -4.2851 -0.02 0.00 -0.01 0.391
H 4.1096 -0.3817 -1.2597 -0.05 0.04 -0.05 0.267
H 3.5940 -2.0433 0.3845 -0.03 0.06 -0.01 0.319
H -1.2930 -5.5875 -3.6548 -0.01 -0.01 -0.01 0.379
H -0.5903 5.0574 3.7499 -0.01 0.02 0.02 0.387
H 3.5517 2.3986 2.6064 0.01 0.00 0.00 0.211
H 4.4124 0.5169 1.1620 -0.06 0.02 -0.05 0.332
H -1.1970 -1.3039 -3.4135 -0.01 0.04 0.00 0.453
H 2.2349 -1.0258 0.8907 0.02 -0.02 -0.03 0.096
H 2.3589 -4.0344 -0.5219 0.03 -0.01 -0.01 0.244
H 4.4623 1.5751 -0.2501 0.00 -0.07 0.05 0.375
H -1.9647 4.4574 1.8089 -0.04 0.01 0.00 0.399
```
Positions in Å, forces in eV/Å.

As for the molar mass: 530.29 g mol⁻¹. As for the electronic energy: -109649.2032 eV. The HOMO-LUMO gap is 6.703 eV. For the largest force on an atom, the calculation gives 0.4 eV Å⁻¹.

***

The lowest largest force on an atom belongs to which entry?
C22H15F5LiN5Se

***

Which of these has the highest largest force on an atom?
C6H4F2Na

***

Among the records above, which one has the highest electronic energy?
C6H4F2Na

***

Among the records above, which one has the highest largest force on an atom?
C6H4F2Na